114
Properties=species:S:1:pos:R:3:forces:R:3:lowdin_charge:R:1 method="wB97M-V/def2-TZVPD" largest_force_ha_per_bohr=0.03728 relative_energy_kj_mol=279.1 total_charge=+1
Cl -4.1931 0.8749 -6.4697 -0.17 0.03 -0.17 0.73
Cl 5.9602 0.7478 -6.4746 -0.14 -0.10 0.09 0.77
N -0.5320 0.5282 2.1637 -0.39 -0.38 0.02 0.08
N -1.1431 -1.2526 0.9770 -0.14 -0.35 0.66 0.05
C 0.1662 -3.7276 -1.4042 -0.45 -0.14 -0.21 -0.04
C -4.6299 -2.3118 -1.6252 -0.04 -0.25 0.10 -0.04
C -2.0480 1.5529 -4.9904 -0.27 -0.39 -0.01 -0.08
C -0.8440 3.3157 0.7629 0.55 -0.22 -0.42 -0.51
C 2.0110 -3.2941 1.0138 0.31 0.28 0.27 -0.03
C 1.6075 3.9516 3.5115 -0.24 -0.50 -0.14 -0.04
C -0.2104 -3.2549 -0.1431 0.84 0.25 0.26 -0.09
C -3.5027 -1.3527 -1.1987 0.18 0.06 -0.31 -0.52
C 0.1990 2.8948 1.8467 0.03 -0.17 -0.27 -0.07
C -0.4581 4.6617 0.1307 0.10 0.24 0.08 -0.07
C 3.2525 -0.8596 -4.0168 0.29 0.18 -0.06 0.02
C 0.8230 -0.0673 0.1421 0.60 -0.25 0.22 -0.04
C -0.9719 2.3350 -0.3896 -0.25 -0.30 -0.47 -0.06
C 0.5774 1.7940 4.0063 -0.10 0.04 -0.21 -0.08
C -0.6687 -3.5293 -2.4964 -0.09 0.23 0.19 -0.07
C -2.1659 -2.1622 -1.1225 -0.01 0.31 -0.07 -0.05
C -0.9021 1.2573 -4.2653 0.55 -0.64 -0.16 -0.05
C 0.5890 -3.8518 1.0424 0.18 0.35 -0.25 -0.54
C 1.6991 0.8536 6.0766 0.29 -0.05 0.26 -0.06
C -0.4019 -0.0680 -4.1804 -1.50 1.06 -0.54 -0.21
C 4.4254 -0.6433 -4.7301 -0.36 -0.03 0.22 -0.06
C 2.0790 0.5785 0.4594 0.19 0.25 0.16 -0.23
C 2.0896 -0.0732 -4.2745 -0.40 0.34 0.30 -0.19
C -1.2099 -2.2488 -0.0685 -0.08 -0.30 -0.67 -0.05
C 3.6794 1.1866 2.2012 0.03 0.07 -0.34 -0.07
C 0.4742 0.7414 5.1463 0.06 0.21 0.14 -0.52
C -3.9929 -0.6408 0.0453 -0.28 0.34 0.30 -0.06
C 2.1502 0.8995 -5.3292 0.53 -0.36 -0.18 0.04
C -1.9992 -1.1294 2.0581 -0.67 0.20 -0.03 -0.08
C -2.2495 -0.7933 -5.6157 -0.13 0.31 0.09 -0.09
C 4.4897 0.4090 -5.6717 -0.40 -0.43 0.36 -0.63
C -2.2100 3.4770 1.4385 -0.01 0.06 0.38 -0.03
C 0.8904 -0.3030 -3.5397 0.92 -0.74 -1.41 0.13
C 0.6762 -5.3744 0.8757 -0.22 -0.23 -0.18 -0.05
C 0.1086 1.7204 2.6609 0.19 1.02 0.67 -0.08
C -0.0359 -3.6242 2.4113 0.03 0.28 0.33 -0.04
C -2.7415 0.5186 -5.6309 0.80 -0.06 0.23 -0.68
C 3.8244 2.2079 -0.0019 0.11 -0.25 0.00 -0.09
C 2.7547 1.4346 -0.4478 -0.24 -0.27 0.42 -0.05
C -3.3397 -0.2561 -2.2509 0.12 0.42 -0.31 -0.04
C -0.1640 -0.2811 1.0951 -0.12 0.48 -0.78 -0.19
C 2.6310 0.4022 1.7592 -0.31 0.18 -0.42 -0.05
C -1.8745 -2.8577 -2.3074 0.12 -0.27 -0.17 -0.06
C 4.2651 2.1025 1.3224 0.00 0.17 -0.04 -0.09
C -0.7572 1.0758 5.9956 -0.23 -0.03 0.16 -0.03
C 1.1700 3.8449 2.1921 -0.08 0.17 0.39 -0.04
C 0.4377 -0.7176 4.7188 -0.07 -0.60 0.02 -0.06
C -1.7015 0.0004 2.7151 0.16 -0.31 0.17 -0.05
C 1.1588 3.0047 4.4213 0.29 0.25 -0.14 -0.04
C -1.1215 -1.0913 -4.8635 1.04 0.25 0.39 -0.03
C 3.3439 1.1503 -5.9963 -0.67 -0.04 0.23 -0.07
H 2.5588 -3.6296 1.9068 -0.05 0.05 -0.26 0.10
H -0.4340 5.4685 0.8755 0.05 -0.17 -0.21 0.09
H 2.1844 -0.3496 2.4134 0.15 0.33 -0.21 0.09
H -0.4008 -3.9301 -3.4759 -0.12 0.02 0.28 0.11
H 1.1006 -4.2832 -1.5336 -0.53 0.04 0.18 0.12
H -2.1918 0.4650 3.5549 0.17 -0.12 -0.07 0.12
H 5.0702 2.7394 1.6779 -0.08 -0.09 -0.11 0.10
H 3.1555 -1.6884 -3.3050 0.28 0.44 -0.18 0.13
H 1.2450 -5.6660 -0.0116 -0.14 -0.02 0.14 0.08
H 0.5210 4.6029 -0.3648 -0.20 0.04 0.12 0.09
H -3.0180 -0.6533 -3.2143 -0.12 0.04 0.16 0.05
H -4.9604 -0.1760 -0.1944 0.19 -0.19 0.05 0.10
H -4.2839 0.2896 -2.4076 0.20 -0.21 0.11 0.11
H 0.5272 -4.2162 3.1448 -0.18 0.12 -0.11 0.10
H 1.6921 1.7698 6.6745 0.10 -0.20 -0.13 0.08
H 1.5325 4.5786 1.4695 -0.49 -0.16 0.29 0.11
H -4.4629 -2.7616 -2.6082 -0.06 0.05 0.20 0.08
H -0.8338 0.3757 6.8384 0.00 0.12 -0.15 0.10
H 0.0079 2.1169 -0.8254 -0.17 0.03 0.05 0.07
H 2.6341 0.8063 5.5066 -0.11 0.06 0.09 0.09
H 1.2144 -0.9397 3.9796 -0.19 -0.03 0.10 0.07
H -2.7671 -1.8622 2.2351 0.03 0.18 0.02 0.13
H -0.7312 -2.1146 -4.8301 -0.23 0.48 -0.12 0.11
H 5.2918 -1.2849 -4.5738 -0.19 0.26 -0.02 0.12
H -3.3401 0.1846 0.3477 -0.03 -0.26 0.06 0.07
H -4.1571 -1.3192 0.8821 -0.07 0.13 -0.08 0.08
H -0.6736 2.0890 6.4044 -0.07 -0.15 -0.07 0.09
H 0.9492 -0.8702 -2.6198 0.03 -0.32 -0.02 0.10
H -2.1449 4.2056 2.2577 -0.08 -0.15 -0.14 0.10
H -1.4310 1.3945 -0.0690 0.09 0.18 -0.17 0.06
H -2.4137 2.5743 -5.0733 0.06 -0.23 0.11 0.12
H 1.7085 0.0183 6.7917 -0.10 0.21 -0.22 0.09
H 2.3877 1.4926 -1.4808 0.11 0.20 0.40 0.10
H -0.3302 -5.8054 0.8108 0.19 -0.04 -0.02 0.10
H -5.5884 -1.7786 -1.6708 0.25 -0.05 0.04 0.09
H 0.0224 -2.5825 2.7364 -0.05 -0.17 -0.05 0.05
H 1.1782 -5.8078 1.7468 -0.05 0.08 -0.12 0.09
H -2.5874 0.4774 -1.9242 -0.16 -0.17 -0.08 0.08
H -0.3279 2.0511 -3.7881 -0.27 -0.08 -0.03 0.12
H 4.3193 2.9025 -0.6874 -0.16 -0.25 0.26 0.10
H -1.0795 -3.9557 2.4393 0.09 0.06 0.01 0.10
H 4.0356 1.0909 3.2263 0.01 0.02 -0.26 0.11
H -2.9583 3.8317 0.7177 0.19 -0.05 0.09 0.09
H -4.7211 -3.1178 -0.8848 -0.07 0.09 -0.21 0.10
H 3.3857 1.8871 -6.7981 0.03 -0.15 0.30 0.12
H -1.6888 1.0190 5.4207 0.16 0.02 0.16 0.07
H -2.5688 2.5282 1.8531 0.05 0.10 -0.04 0.07
H -2.7613 -1.5673 -6.1937 0.16 0.24 0.32 0.12
H -2.5925 -2.8478 -3.1372 0.42 0.15 0.47 0.11
H 2.2412 4.7818 3.8321 -0.24 -0.27 -0.13 0.12
H -0.5362 -1.0314 4.3421 0.26 0.02 -0.04 0.06
H -1.1891 4.9420 -0.6361 0.01 -0.13 0.17 0.09
H 2.5482 -3.6440 0.1252 -0.02 0.06 0.14 0.08
H 1.3254 3.1966 5.4790 0.15 -0.22 -0.36 0.11
H 2.0102 -2.1974 0.9967 0.03 -0.25 0.03 0.06
H 0.6388 -1.3585 5.5922 -0.04 0.25 -0.25 0.10
H -1.6097 2.7580 -1.1820 0.07 -0.04 0.24 0.09
H 0.5892 -0.3814 -0.8630 0.08 -0.29 0.14 0.08
H 1.2441 1.4265 -5.6114 0.21 0.01 0.06 0.12



114
Properties=species:S:1:pos:R:3:forces:R:3:lowdin_charge:R:1 method="wB97M-V/def2-TZVPD" largest_force_ha_per_bohr=0.06098 relative_energy_kj_mol=0.0 total_charge=+1
F -2.8226 1.4537 3.5422 1.50 -0.62 -0.95 0.08
F 1.7964 -1.5119 -4.8136 -0.06 0.77 1.81 0.09
N 2.1898 -7.9730 2.5797 0.27 -0.39 0.13 0.05
N 3.7570 -6.4168 2.3571 0.84 -0.85 -0.05 0.03
C 0.5136 -6.1168 0.8288 0.31 0.60 -0.18 -0.07
C 1.7528 -1.0909 -3.5105 0.18 -0.79 -1.20 -0.19
C 4.8437 -4.6156 4.6445 -0.33 0.10 -0.12 -0.54
C -0.4937 1.6005 3.0959 0.30 -0.12 -0.26 0.03
C 1.6169 -0.5091 -0.7765 0.25 -0.49 -0.05 -0.18
C 0.4778 0.1267 1.3946 -0.34 -0.58 0.37 -0.20
C 2.9382 -1.0821 -2.7759 0.03 0.12 0.41 0.02
C -1.8146 -6.0206 4.7914 0.09 0.23 0.12 -0.10
C 3.8358 -4.2204 5.7304 -0.17 -0.05 0.22 -0.04
C 5.8671 -5.5281 -0.3580 0.17 0.10 0.11 -0.03
C -0.4170 -7.6670 5.8830 -0.12 0.26 -0.06 -0.08
C 4.2748 -4.2323 3.2642 0.17 -0.40 -0.63 -0.11
C -1.7318 1.0129 2.8379 -1.05 0.41 0.59 -0.20
C -1.3989 -10.1289 3.1886 0.27 0.07 0.13 -0.05
C 1.6388 -11.0243 5.6673 -0.17 -0.07 0.23 -0.05
C 2.5187 -6.6791 2.9505 -1.25 1.73 -0.30 -0.21
C 3.0212 -2.6026 2.0160 0.24 0.11 0.54 -0.08
C 6.1360 -3.8163 4.8347 0.21 0.08 -0.17 -0.04
C 2.6302 -11.8201 3.5191 0.13 -0.14 -0.12 -0.04
C 3.2395 -8.5052 1.8352 0.41 0.09 0.05 -0.06
C 0.9650 -8.6929 2.7866 -0.30 -0.61 -0.22 -0.09
C 4.1961 -7.5706 1.7275 0.05 -0.76 -0.36 -0.07
C -0.1768 -10.6805 3.5314 -0.21 0.00 0.07 -0.04
C 1.6901 -5.6864 3.4650 0.79 -1.39 0.86 -0.04
C -0.8059 -0.4375 1.1794 -0.21 0.20 0.06 0.00
C -1.4255 -8.8742 2.5951 0.02 -0.12 -0.19 -0.04
C 3.8903 -4.5165 0.8299 -0.48 0.33 -0.02 -0.06
C 1.0005 -9.9172 3.4984 0.00 -0.07 0.13 -0.08
C -1.7865 -6.8346 0.7352 -0.30 -0.07 -0.17 -0.07
C -1.6886 -7.1415 5.6161 0.16 -0.14 -0.06 -0.10
C 2.1719 -10.5784 4.2923 -0.28 -0.09 -0.17 -0.52
C 0.5747 -6.0685 4.3252 -0.43 0.19 0.13 -0.23
C 0.0166 -8.2503 -0.3033 -0.08 -0.35 0.04 -0.03
C 1.6173 -0.3104 0.6399 -0.24 2.84 -1.30 0.08
C 2.8600 -0.7965 -1.4205 0.10 0.08 -0.13 0.00
C 4.4108 -5.0877 -0.5117 -0.64 -0.14 0.13 -0.52
C 4.3971 -4.0129 -1.6026 0.05 0.29 -0.13 -0.08
C 3.3922 -9.7251 4.6007 0.50 0.14 0.18 -0.06
C 0.4718 -0.3837 -1.6191 -0.16 -0.43 -0.27 0.03
C -0.6922 -5.4573 4.1836 0.19 -0.47 0.17 -0.06
C 0.5253 -0.7241 -2.9678 -0.20 0.30 0.60 0.04
C 4.1593 -5.0742 2.1299 -0.64 0.94 0.60 -0.08
C -0.2398 -8.2555 2.1717 -0.12 0.19 -0.08 -0.07
C 0.6077 1.1397 2.3870 0.11 -0.27 0.08 0.02
C 3.5282 -6.2117 -1.0469 -0.10 -0.53 -0.30 -0.04
C 3.7785 -2.9345 3.1333 -0.13 0.72 -0.42 -0.04
C 3.0965 -3.3689 0.8544 0.75 -0.05 -0.05 -0.03
C -0.3546 -7.3577 0.8869 -0.06 0.23 0.64 -0.50
C 5.1645 -6.0906 4.8110 -0.01 -0.31 0.28 -0.04
C -1.9136 0.0000 1.8975 0.31 -0.14 -0.23 0.04
C 0.7081 -7.1054 5.2852 -0.27 0.31 -0.33 -0.04
H 3.8605 -6.4829 -2.0592 -0.07 0.06 0.17 0.10
H -2.4970 -7.6398 0.5208 0.04 0.21 0.04 0.08
H -0.9110 -1.2327 0.4398 -0.07 0.11 0.42 0.13
H 4.2520 -6.6933 4.7824 0.24 0.02 -0.03 0.07
H 1.0446 -8.6238 -0.2041 -0.16 0.09 -0.04 0.08
H 4.8863 -4.4040 -2.5045 -0.07 0.02 0.22 0.10
H 5.8737 -6.4490 4.0587 -0.10 -0.03 0.05 0.09
H 1.8040 -12.5207 3.3558 0.18 0.09 0.02 0.08
H 3.0320 -11.5377 2.5378 -0.04 -0.11 0.15 0.08
H 1.7144 -7.4451 5.5431 -0.39 -0.03 -0.18 0.10
H 5.1648 -7.6601 1.2668 -0.18 0.02 0.07 0.12
H -0.0604 -7.6915 -1.2455 -0.01 -0.08 0.18 0.09
H 3.4217 -12.3413 4.0746 -0.16 0.09 -0.11 0.10
H 6.4915 -4.6464 -0.1706 0.02 -0.18 -0.03 0.10
H 2.3996 -1.7118 2.0483 0.17 -0.29 0.14 0.07
H 3.2117 -9.5200 1.4697 0.02 0.11 0.12 0.13
H -2.3968 -8.4206 2.4031 0.37 -0.23 -0.25 0.11
H -0.1482 -11.7084 3.9008 -0.03 0.49 -0.01 0.11
H 1.9003 -4.6536 3.2172 -0.07 -0.21 0.20 0.10
H -2.0968 -6.2994 1.6425 0.01 -0.17 -0.15 0.08
H 6.5658 -4.0203 5.8222 -0.11 0.05 -0.14 0.09
H 1.5934 1.5766 2.5597 -0.31 -0.11 0.05 0.13
H 2.4822 -5.8873 -1.1085 0.23 -0.09 -0.01 0.08
H 5.9578 -2.7394 4.7466 0.08 -0.12 0.05 0.08
H 6.0191 -6.2157 0.4734 0.05 0.13 -0.15 0.06
H -0.4657 -0.0155 -1.2048 0.27 -0.14 -0.20 0.12
H -0.4001 2.3920 3.8368 -0.08 -0.21 -0.19 0.14
H 3.9106 -2.2043 3.9369 -0.28 -0.38 -0.24 0.12
H 2.8899 -4.7545 5.5785 0.17 0.12 0.09 0.08
H 4.2339 -4.4840 6.7178 -0.07 0.05 -0.15 0.09
H 3.9751 -10.2411 5.3792 -0.13 0.15 -0.23 0.09
H 3.3791 -3.7360 -1.8925 0.08 -0.03 0.06 0.07
H -0.6548 -9.1167 -0.3496 0.15 0.11 -0.06 0.09
H -0.7693 -4.5639 3.5581 -0.13 -0.32 0.05 0.10
H 2.5974 -0.0348 1.0476 -0.31 -0.46 -0.03 0.14
H 0.3436 -5.5957 -0.1280 -0.05 -0.24 0.10 0.09
H 6.8697 -4.1069 4.0734 -0.04 0.10 0.13 0.09
H 4.0624 -9.6130 3.7446 -0.16 0.19 0.18 0.07
H -1.8348 -6.1212 -0.0973 0.06 -0.19 0.08 0.09
H 3.1165 -8.7485 5.0107 0.15 -0.12 -0.19 0.06
H 0.2563 -5.4073 1.6229 0.14 -0.24 -0.23 0.07
H -2.5697 -7.6031 6.0649 0.24 0.19 -0.13 0.10
H 3.5784 -7.1174 -0.4383 -0.14 0.22 -0.14 0.06
H -2.8003 -5.5803 4.6158 0.30 -0.13 0.11 0.10
H 4.9387 -3.1113 -1.2945 -0.06 -0.06 0.01 0.09
H 3.8877 -1.3250 -3.2503 -0.29 0.06 0.08 0.14
H -2.3239 -10.6794 3.3635 0.23 0.18 -0.02 0.11
H 1.5796 -6.3459 0.8704 -0.25 0.14 0.00 0.06
H 2.5779 -3.0286 -0.0441 0.37 -0.15 0.17 0.10
H -0.3102 -8.5180 6.5606 -0.05 0.34 -0.16 0.10
H 3.6291 -3.1447 5.7233 0.05 -0.21 0.11 0.08
H 0.8847 -11.8137 5.5922 0.12 0.20 0.08 0.08
H 2.4631 -11.4151 6.2783 -0.17 0.07 -0.16 0.09
H 3.7723 -0.7772 -0.8182 -0.29 -0.21 -0.19 0.14
H -2.8957 -0.4362 1.7281 0.20 0.15 0.15 0.14
H 5.6138 -6.2362 5.8030 -0.01 0.03 -0.23 0.10
H -0.3694 -0.7022 -3.5876 0.29 0.08 0.09 0.14
H 1.1975 -10.1704 6.1970 0.08 -0.20 -0.05 0.08
H 6.2065 -6.0121 -1.2813 -0.02 0.09 0.16 0.10



Number 1: E_tot -3008.32575 Ha, orbital gap 0.1042 hartree, HOMO level -8.5 eV. Number 2: E_tot -2287.64465 Ha, orbital gap 0.0742 hartree, HOMO level -8.0 eV.